Record 1
Molecular formula: C15H10Br2NTl
Method: DFT, ωB97M-V/def2-TZVPD

```
29
Properties=species:S:1:pos:R:3:forces:R:3:nbo_charge:R:1
Tl -6.02698 -6.12154 11.10994 -0.469 0.046 0.118 0.67
Br -4.78406 -3.32710 12.20217 -1.064 0.017 0.316 0.08
C -3.05652 -3.74475 11.63964 0.751 0.575 0.905 -0.05
C -2.05985 -2.94972 12.17608 0.168 -0.912 -0.754 -0.26
C -0.74077 -3.16701 11.63061 -0.446 1.390 1.295 -0.22
C -0.47170 -4.10941 10.70539 0.132 -0.581 -0.336 -0.19
C -1.53612 -4.97567 10.27863 0.924 1.102 0.050 -0.05
C -1.27918 -5.89745 9.26962 -0.103 -1.484 -0.658 -0.20
C -2.22578 -6.83443 8.91781 1.349 -0.462 0.269 -0.20
C -3.46788 -6.85129 9.58719 0.393 0.194 -1.580 -0.29
C -3.85837 -5.81631 10.34625 0.366 2.162 2.152 -0.46
C -2.84762 -4.84074 10.77985 -0.573 -0.866 -1.271 -0.15
H -2.29874 -2.25291 13.01127 0.421 -0.389 -1.076 0.24
H 0.04027 -2.48006 11.93907 0.056 -0.148 0.151 0.21
H 0.57643 -4.21571 10.32160 -1.251 -0.003 0.201 0.22
H -0.28687 -5.92557 8.81793 -0.237 0.022 0.081 0.21
H -1.89009 -7.62718 8.23971 -0.525 0.278 0.036 0.21
H -4.21123 -7.58642 9.35100 -0.088 -0.691 -0.302 0.20
Br -4.45601 -9.58380 11.76409 -0.252 0.030 -0.020 0.03
C -3.59400 -8.06724 12.56871 0.761 -1.756 -1.615 0.19
C -2.24399 -7.97621 12.31419 -0.579 3.097 2.869 -0.26
C -1.62123 -6.86947 13.00665 -1.395 -2.818 -1.153 -0.13
C -2.39084 -6.02098 13.75604 0.068 0.208 0.244 -0.27
C -3.77324 -6.28658 13.87029 1.772 2.648 0.855 0.07
N -4.34861 -7.27619 13.24874 -1.363 0.125 0.835 -0.49
H -1.75104 -8.70373 11.76813 1.014 -1.067 -0.952 0.24
H -0.57120 -6.89520 13.03816 1.266 0.670 -0.239 0.22
H -1.85958 -5.16588 14.20405 -0.804 -0.465 0.128 0.24
H -4.31619 -5.54307 14.48816 -0.293 -0.922 -0.550 0.21
```
Forces are in eV/Å.

The calculation puts the orbital gap at 7.5735 eV. Its HOMO energy is -7.5 eV. Its net charge is 0. The calculation puts the maximum force at 0.0829 Eh/bohr.



Record 2
Molecular formula: C15H10CdCl2O4Te
Method: DFT, ωB97M-V/def2-TZVPD

```
33
Properties=species:S:1:pos:R:3:forces:R:3:nbo_charge:R:1
Cd -1.13292 0.21683 1.11670 0.050 0.203 -0.224 1.44
C 2.92666 2.83672 1.04834 0.026 -0.025 0.029 -0.71
C 1.65328 2.23069 0.46556 -0.104 0.253 -0.220 0.57
O 1.13857 1.32087 1.09854 -0.056 -0.053 0.069 -0.62
C 1.15259 2.74809 -0.81072 0.085 -0.222 0.176 -0.36
C 1.94315 3.64968 -1.54359 0.028 0.066 -0.102 -0.09
C 1.62811 4.05800 -2.81870 -0.049 -0.036 0.039 -0.37
C 0.46850 3.51914 -3.41722 0.037 -0.012 0.013 -0.19
C -0.34838 2.66334 -2.73711 -0.013 0.100 0.045 -0.31
C -0.10155 2.28061 -1.36379 0.006 0.078 0.055 0.46
O -0.96457 1.61459 -0.74219 0.113 -0.062 -0.098 -0.75
H 3.11770 2.33978 1.99628 0.002 0.004 0.004 0.23
H 2.81192 3.90952 1.21462 -0.002 -0.004 -0.016 0.21
H 3.77661 2.68687 0.38023 0.014 -0.001 0.018 0.21
H 2.84774 4.03821 -1.08949 -0.004 -0.028 -0.024 0.18
H 2.26055 4.75552 -3.35339 0.007 -0.006 -0.006 0.18
H 0.22380 3.78839 -4.44096 -0.015 0.006 0.002 0.18
H -1.24389 2.25534 -3.19020 -0.004 -0.003 0.012 0.21
Cl 1.19300 -5.65183 -3.56501 -0.032 0.065 0.030 -0.08
C 0.45222 -4.31503 -2.69106 -0.073 -0.009 -0.070 -0.13
C -0.77230 -3.79496 -3.14430 0.095 -0.132 -0.078 -0.23
C -1.36046 -2.76188 -2.48121 -0.001 0.156 0.104 -0.11
Cl -2.87004 -2.12477 -3.06563 0.042 -0.027 0.011 -0.02
C -0.79633 -2.14122 -1.28897 -0.206 -0.074 0.009 0.44
O -1.37551 -1.19755 -0.71820 0.019 -0.247 -0.137 -0.71
C 0.44827 -2.73461 -0.87600 0.204 0.173 0.143 -0.31
C 1.16257 -2.25730 0.29976 -0.075 -0.120 -0.191 0.43
O 0.76947 -1.49050 1.15198 0.056 0.074 0.070 -0.57
C 1.04905 -3.78209 -1.58490 0.048 -0.021 -0.022 -0.17
H -1.24724 -4.21072 -4.02329 0.002 -0.004 0.006 0.22
H 2.19198 -2.67455 0.39177 -0.052 -0.088 0.040 0.08
H 1.99841 -4.17442 -1.23530 -0.007 0.006 0.008 0.21
Te -2.72151 0.59986 3.13710 -0.142 -0.011 0.309 -1.52
```
Forces are in eV/Å.

The calculation puts the orbital gap at 4.0604 eV. Its HOMO energy is 0.1 eV. Its relative energy (zero: lowest compared OMol25 entry of this formula, charge and spin) is 0.0000 eV. Its net charge is -2. The calculation puts the maximum force at 0.0068 Eh/bohr.



Record 3
Molecular formula: C15H10Cl2N4OSTc
Method: DFT, ωB97M-V/def2-TZVPD

```
34
Properties=species:S:1:pos:R:3:forces:R:3:nbo_charge:R:1
Tc 0.05343 0.05970 -0.16579 1.282 0.104 -0.294 1.12
Cl 4.61599 -1.79571 0.79103 0.128 0.079 -0.056 0.11
C 3.12569 -2.23287 1.48479 -1.426 0.764 -0.546 -0.10
C 3.06649 -3.17163 2.51885 -0.487 -0.445 0.497 -0.21
C 1.87532 -3.56452 3.10091 0.217 0.433 -0.561 -0.03
Cl 1.88841 -4.66444 4.40930 -0.020 -0.239 0.189 0.08
C 0.63262 -3.06337 2.61402 0.305 0.116 -0.196 -0.12
C -0.64958 -3.46030 3.03176 -0.226 0.294 -0.269 -0.07
C -1.75746 -2.89527 2.43114 0.214 -0.300 0.182 -0.27
C -1.59950 -1.92404 1.44371 0.141 0.055 -0.123 0.08
N -0.40485 -1.50916 1.03521 -0.769 -0.157 0.793 -0.47
C 0.70191 -2.09379 1.58777 0.830 -0.133 -0.035 0.09
C 1.92970 -1.64354 1.02759 0.320 -1.576 1.684 0.32
O 1.83671 -0.71529 0.11896 -0.455 1.667 -1.570 -0.66
H 3.98927 -3.61227 2.85934 0.125 -0.039 0.115 0.27
H -0.75809 -4.21191 3.79548 -0.024 -0.116 0.137 0.26
H -2.75318 -3.20257 2.70712 -0.085 -0.036 0.015 0.26
H -2.46012 -1.47377 0.96484 -0.027 0.051 0.034 0.22
N -0.09884 -0.25038 6.60823 -0.055 0.015 0.097 -0.69
C -0.08219 0.12575 5.34096 0.080 0.047 -0.399 0.29
C -1.27006 0.45295 4.63417 0.112 0.018 -0.105 -0.27
C -1.20403 0.87575 3.34346 -0.383 0.018 0.217 0.08
N -0.02014 1.00959 2.69902 -0.057 0.675 0.589 -0.19
C 1.13577 0.67647 3.32109 0.292 -0.061 0.198 0.08
C 1.12861 0.21643 4.60219 -0.030 0.063 -0.051 -0.27
H -0.95300 -0.24581 7.14746 0.086 -0.057 -0.054 0.43
H 0.75551 -0.46115 7.10120 -0.039 0.000 0.010 0.43
H -2.23111 0.37742 5.11963 -0.102 0.013 -0.051 0.26
H -2.09170 1.13240 2.78614 0.000 0.067 -0.098 0.25
H 2.04735 0.81766 2.75937 0.033 -0.073 -0.103 0.26
H 2.06263 -0.05209 5.06835 0.169 0.023 -0.014 0.26
S 0.47297 4.16842 0.67770 -0.291 -1.709 0.358 0.51
C 0.21325 2.69648 1.07481 0.348 1.925 0.095 0.16
N -0.00871 1.49317 1.37506 -0.204 -1.488 -0.684 -0.46
```
Forces are in eV/Å.

The calculation puts the orbital gap (spin up / spin down) at 5.3981 / 5.5182 eV. As for the expectation value of S²: 0.760. Its HOMO energy (spin up / spin down) is -13.6 / -13.7 eV. Its relative energy (zero: lowest compared OMol25 entry of this formula, charge and spin) is 0.2313 eV. Its net charge is +2. Its spin multiplicity is 2. The calculation puts the maximum force at 0.0454 Eh/bohr.



Record 4
Molecular formula: C15H10Cl3N3O4PtTe4
Method: DFT, ωB97M-V/def2-TZVPD

```
40
Properties=species:S:1:pos:R:3:forces:R:3:nbo_charge:R:1
Pt -0.48107 0.65438 -0.88517 -0.637 -0.031 0.417 0.78
O 1.47257 -3.52676 2.66413 0.011 0.005 0.030 -0.66
C 1.67186 -2.49933 3.53522 -0.011 -0.063 -0.041 0.42
C 2.02953 -2.77496 4.85372 -0.009 0.026 0.015 -0.33
C 2.25112 -1.75475 5.76044 0.004 -0.019 -0.027 -0.17
C 2.12909 -0.43327 5.35675 -0.003 0.000 0.002 -0.26
C 1.79539 -0.16300 4.04263 -0.016 0.018 0.038 -0.14
C 1.55004 -1.17132 3.11096 0.023 0.107 -0.021 -0.23
C 1.18273 -0.70110 1.72976 -0.027 -0.031 0.067 0.60
O 1.48872 0.45204 1.38635 0.240 -0.254 -0.060 -0.70
N 0.51029 -1.60822 0.99486 -0.288 0.382 0.020 -0.43
N 0.02307 -1.17456 -0.18071 -0.036 -0.562 -0.046 -0.17
C -0.16900 -2.12638 -1.04958 0.095 0.266 -0.197 -0.02
C -0.60761 -1.77891 -2.38665 -0.154 -0.031 0.358 0.17
C -0.57001 -2.66828 -3.45243 -0.188 0.085 -0.107 -0.23
C -1.00490 -2.23249 -4.69188 0.037 -0.001 0.076 -0.13
C -1.50541 -0.94406 -4.82406 -0.130 -0.018 0.038 -0.26
C -1.50504 -0.10886 -3.72289 -0.101 -0.045 0.030 0.09
N -1.03639 -0.50710 -2.54016 0.970 -0.062 -0.139 -0.47
H 1.61057 -4.35160 3.14206 0.020 0.000 -0.016 0.47
H 2.13668 -3.80990 5.16203 -0.004 -0.001 0.004 0.20
H 2.52780 -1.99614 6.77826 -0.010 -0.003 0.019 0.21
H 2.29734 0.37457 6.05532 0.014 0.007 0.001 0.21
H 1.71310 0.85829 3.69519 0.024 -0.004 -0.008 0.23
H 0.05349 -3.14505 -0.76419 0.136 0.021 -0.023 0.22
H -0.19273 -3.66930 -3.30249 -0.009 -0.018 0.015 0.23
H -0.95895 -2.89282 -5.54700 -0.035 -0.013 -0.010 0.23
H -1.89996 -0.58195 -5.76166 0.038 0.008 -0.023 0.24
H -1.91798 0.88760 -3.77211 0.128 0.033 -0.051 0.23
Te -0.95501 1.80518 1.39031 0.476 0.262 -0.369 0.17
Te -1.71361 5.42598 3.04786 -0.240 -0.108 -0.211 0.04
Te -0.46236 7.24963 1.48686 0.292 -0.469 -0.185 -0.23
Te -1.31264 4.28642 0.62879 -0.390 0.199 0.580 0.40
Cl -2.77688 4.10630 -4.58539 -0.022 0.017 0.014 0.05
C -1.36188 3.88810 -3.56100 -0.005 0.016 -0.039 -0.21
Cl -0.94378 5.43162 -2.78338 0.009 0.004 -0.029 0.03
Cl -0.00473 3.34412 -4.56251 -0.022 -0.011 0.026 0.04
C -1.66779 2.85516 -2.42244 0.075 -0.002 0.010 0.72
O -0.58285 2.39189 -1.90434 -0.313 0.299 -0.142 -0.74
O -2.81282 2.60882 -2.12149 0.057 -0.010 -0.016 -0.61
```
Forces are in eV/Å.

The calculation puts the orbital gap (spin up / spin down) at 4.5262 / 4.5232 eV. Its HOMO energy (spin up / spin down) is -7.5 / -7.5 eV. Its relative energy (zero: lowest compared OMol25 entry of this formula, charge and spin) is 2.8194 eV. Its net charge is 0. The calculation puts the maximum force at 0.0191 Eh/bohr.



Record 5
Molecular formula: C15H10Cl5NNiO7S2
Method: DFT, ωB97M-V/def2-TZVPD

```
41
Properties=species:S:1:pos:R:3:forces:R:3:nbo_charge:R:1
Ni 0.93569 0.29651 0.18602 0.112 -0.639 0.006 1.48
Cl 2.46947 -2.95427 1.02725 1.727 1.228 1.938 1.18
C 1.37316 -3.03821 -0.45081 -0.695 -0.486 -1.554 -0.19
C 0.73370 -1.86668 -0.86249 -0.282 -0.032 0.692 -0.41
C -0.21587 -2.09009 -1.85910 -0.039 0.075 -0.148 0.01
Cl -1.21466 -0.76939 -2.42146 0.031 0.002 0.007 -0.01
C -0.45232 -3.32244 -2.47752 0.071 -0.096 0.099 -0.14
Cl -1.65954 -3.51217 -3.71053 -0.008 0.012 -0.016 -0.01
C 0.30314 -4.42579 -2.10317 -0.112 0.232 0.035 -0.11
Cl 0.07888 -5.95545 -2.88710 -0.001 -0.035 -0.017 -0.01
C 1.23134 -4.26481 -1.08027 0.300 -0.148 0.010 -0.09
Cl 2.27163 -5.62993 -0.74281 0.043 -0.012 0.040 -0.01
N 2.60251 -4.27686 1.93854 -0.984 0.831 1.165 -1.30
C 2.42994 -1.46522 1.17306 -0.145 -0.835 -1.819 -0.01
O 2.46337 -0.23807 1.38903 0.046 0.128 0.904 -0.72
C -0.38012 -1.90497 2.18193 -0.034 0.071 0.039 -0.33
C -0.86446 -0.73208 1.78704 -0.462 0.206 0.416 -0.52
H 3.72054 -3.20745 0.22454 -0.065 -0.433 -0.211 -0.21
H 2.80644 -5.24518 2.17643 0.217 -0.274 -1.151 0.36
H 0.26407 -1.98870 3.04814 0.044 -0.031 -0.036 0.20
H -0.61422 -2.82603 1.66304 0.085 -0.006 -0.030 0.20
H -0.67835 0.16624 2.36792 0.079 0.060 -0.117 0.23
H -1.57019 -0.64484 0.96748 0.140 -0.013 -0.123 0.21
O -0.94284 3.46068 1.45610 0.001 -0.035 0.006 -0.98
S 0.49863 3.38971 1.50333 0.018 0.030 -0.051 2.43
O 1.10575 4.13240 2.59099 0.020 -0.005 -0.009 -1.01
O 1.06364 2.03483 1.39548 -0.005 -0.170 0.024 -1.07
C 1.09988 4.22350 0.01384 -0.037 -0.010 0.027 -0.21
C 1.56754 5.52196 0.19925 0.014 -0.021 0.013 -0.22
C 2.07957 6.25852 -0.85460 0.001 -0.003 -0.013 -0.23
C 2.13730 5.69728 -2.12189 0.010 0.007 0.004 -0.23
C 1.65700 4.41562 -2.32296 -0.033 0.012 0.004 -0.18
C 1.12977 3.67470 -1.26790 -0.088 0.023 0.029 -0.35
S 0.52447 2.04856 -1.74680 -0.098 0.024 -0.248 2.40
O 0.04332 2.24418 -3.09019 0.122 -0.029 -0.057 -0.98
O 1.69215 1.14010 -1.62197 -0.173 0.301 0.263 -1.02
O -0.49272 1.61307 -0.78066 0.159 0.067 -0.124 -1.01
H 1.53208 5.92570 1.20150 0.021 0.002 -0.001 0.24
H 2.43904 7.26691 -0.68526 0.005 -0.003 0.010 0.20
H 2.54688 6.25685 -2.95453 -0.006 0.000 -0.003 0.20
H 1.66051 3.97129 -3.30840 0.002 0.005 -0.002 0.24
```
Forces are in eV/Å.

The calculation puts the orbital gap (spin up / spin down) at 5.0908 / 5.1142 eV. As for the expectation value of S²: 2.035. Its HOMO energy (spin up / spin down) is -0.8 / -0.8 eV. Its relative energy (zero: lowest compared OMol25 entry of this formula, charge and spin) is 14.8190 eV. Its net charge is -2. Its spin multiplicity is 3. The calculation puts the maximum force at 0.0558 Eh/bohr.



Record 6
Molecular formula: C15H10Co2NO7
Method: DFT, ωB97M-V/def2-TZVPD

```
35
Properties=species:S:1:pos:R:3:forces:R:3:nbo_charge:R:1
O 4.01102 2.06256 -0.92442 -2.301 -0.663 0.632 -0.43
C 3.02129 1.63538 -0.51497 3.707 0.733 -0.625 0.53
Co 1.57650 0.87202 0.15199 -1.252 -0.230 0.530 -0.04
C 0.90067 2.30936 0.89824 -0.555 1.551 1.074 0.61
O 0.42310 3.18500 1.49044 0.791 -1.650 -1.166 -0.50
C 0.40022 0.64567 -1.19081 -2.685 -0.343 -2.204 0.47
O -0.40040 0.52885 -2.01791 1.881 0.325 1.724 -0.47
C 0.94388 0.03178 1.86316 1.040 1.416 2.445 -0.61
C -0.12402 -0.78186 1.91312 -0.014 0.491 -1.208 0.03
C -1.46280 -0.64836 2.49266 -0.668 -1.549 0.613 -0.19
C -2.61666 -1.09910 1.58750 -0.405 -0.168 -0.248 -0.09
C -3.89954 -0.56308 1.76746 0.296 0.158 -0.432 -0.18
C -4.87380 -0.72467 0.77762 0.332 -0.467 0.095 -0.21
C -4.61972 -1.56082 -0.31687 0.218 0.049 -0.107 -0.17
C -3.41261 -2.26753 -0.39521 -0.058 0.058 0.616 -0.19
C -2.42274 -2.05148 0.58053 0.077 -0.151 -0.491 -0.19
Co 1.18463 -1.50377 0.88898 -0.337 -1.270 -2.656 0.02
C 2.68466 -1.12452 -0.11651 2.739 -0.173 -0.150 0.45
O 3.69509 -1.40161 -0.62305 -2.199 0.737 0.767 -0.45
C 0.57599 -2.18635 -0.68923 -1.419 -2.282 -3.101 0.57
O 0.30542 -2.66848 -1.71036 0.857 1.678 3.167 -0.44
C 1.67321 -3.05501 1.56019 1.466 -2.932 1.214 0.61
O 1.95189 -4.11691 1.91225 -0.778 2.406 -0.701 -0.42
H 1.46921 0.41232 2.75844 -0.393 0.239 -0.258 0.23
H -1.52144 -1.21035 3.43518 0.245 -0.176 -0.046 0.27
H -4.12640 -0.04028 2.69106 -0.071 0.372 -0.209 0.21
H -5.82733 -0.21736 0.87842 0.069 -0.164 0.015 0.24
H -5.36438 -1.68301 -1.10943 0.238 0.070 0.385 0.24
H -3.24087 -3.00240 -1.19455 -0.087 0.443 0.442 0.24
H -1.50948 -2.65981 0.54762 -0.446 0.574 -0.016 0.23
N -1.58984 0.75808 2.92646 -0.190 3.122 2.681 -0.24
O -2.24060 1.17174 4.23222 0.337 -0.804 -1.926 -0.49
H -2.07438 1.39282 2.28647 -0.479 -0.427 -0.344 0.45
H -0.67042 1.22805 3.04912 -0.166 -0.790 -0.215 0.45
H -2.17194 0.43141 4.86078 0.211 -0.183 -0.295 0.49
```
Forces are in eV/Å.

The calculation puts the orbital gap at 6.8162 eV. Its HOMO energy is -11.4 eV. Its relative energy (zero: lowest compared OMol25 entry of this formula, charge and spin) is 0.8714 eV. Its net charge is +1. The calculation puts the maximum force at 0.0801 Eh/bohr.



Q: Which formula does entry 1 have?
A: C15H10Br2NTl